1.
11
Properties=species:S:1:pos:R:3:forces:R:3 method="wB97M-V/def2-TZVPD" relative_energy_ev=5.0212 lumo_ev=0.432 e_homo_ha=-0.3865 energy_ha=-413.70717
H 2.797 0.499 0.557 -0.628 -0.788 0.088
N 1.800 0.716 0.631 -0.072 0.968 -0.902
C 0.886 0.062 0.069 -1.286 1.821 1.596
O 0.834 -1.191 -0.364 -0.282 -0.674 -0.337
C -0.596 0.739 0.062 0.104 -0.262 0.635
N -1.613 -0.405 0.020 1.261 2.166 1.415
O -1.608 -0.992 -0.999 -0.874 -1.657 -2.326
O -2.292 -0.610 0.990 -0.567 -0.281 0.733
H 1.492 -1.474 -0.991 0.711 0.055 -0.158
H -0.818 1.221 -0.910 0.635 -0.034 0.565
H -0.883 1.435 0.933 0.999 -1.312 -1.308


2.
11
Properties=species:S:1:pos:R:3:forces:R:3 method="wB97M-V/def2-TZVPD" relative_energy_ev=7.4748 lumo_ev=-1.603 e_homo_ha=-0.3829 energy_ha=-413.61700
C 0.014 0.860 0.022 -0.211 2.611 -0.901
C -0.915 -0.427 0.152 0.612 -2.860 -3.759
H 2.959 -1.439 0.130 -4.017 3.922 1.314
H 1.602 -0.528 1.842 1.680 -0.251 -5.359
H 2.004 1.485 -0.675 -1.527 -1.593 1.211
H 0.552 -1.569 -0.408 1.512 -0.013 0.268
N 1.845 -0.695 0.449 1.451 0.044 1.681
N 1.328 0.672 -0.470 1.474 -2.613 2.430
O -0.509 1.978 0.034 1.177 -2.673 0.206
O -0.388 -1.654 -0.477 -2.363 2.637 1.644
O -2.093 -0.373 0.220 0.211 0.789 1.266


3.
12
Properties=species:S:1:pos:R:3:forces:R:3 method="wB97M-V/def2-TZVPD" relative_energy_ev=3.5808 lumo_ev=0.394 e_homo_ha=-0.3453 energy_ha=-811.91232
O 1.538 0.750 1.012 0.627 -0.237 0.625
C 1.033 0.335 0.016 0.220 -0.069 -0.746
N 1.561 -0.681 -0.767 1.406 0.884 1.975
O 0.739 -1.413 -1.549 -1.015 -0.960 -0.277
S -0.410 1.221 -0.635 -0.412 -0.272 -0.312
C -1.462 0.836 0.730 0.634 -1.585 -0.247
N -1.649 -0.324 1.246 -0.751 1.663 0.461
O -0.951 -1.349 0.680 0.870 0.465 -1.151
H 2.263 -1.227 -0.218 -0.755 0.471 -0.775
H 0.054 -1.740 -0.924 0.079 0.113 -0.616
H -1.981 1.662 1.159 -0.500 0.243 0.356
H -1.193 -2.116 1.175 -0.403 -0.719 0.707


4.
10
Properties=species:S:1:pos:R:3:forces:R:3 method="wB97M-V/def2-TZVPD" relative_energy_ev=3.6194 lumo_ev=0.545 e_homo_ha=-0.3083 energy_ha=-661.45252
C -1.292 0.387 -0.034 2.238 0.050 -0.375
N -0.615 1.241 -0.713 -0.688 -0.027 0.106
O 0.678 0.878 -1.055 0.600 0.291 -0.744
C 1.361 0.063 -0.154 0.429 -0.512 -1.221
S 0.591 -1.537 -0.082 -0.453 -0.156 0.204
N -0.857 -0.810 0.438 -0.514 -1.136 0.342
H -2.218 0.737 0.273 -1.809 0.337 0.509
H 2.343 -0.143 -0.572 0.167 0.450 0.052
H 1.399 0.529 0.794 0.143 0.318 1.227
H -1.390 -1.346 1.105 -0.113 0.385 -0.100


5.
10
Properties=species:S:1:pos:R:3:forces:R:3 method="wB97M-V/def2-TZVPD" relative_energy_ev=2.2963 lumo_ev=0.156 e_homo_ha=-0.3214 energy_ha=-661.50115
H -1.492 1.764 -0.094 2.047 -1.348 -0.558
N -0.506 1.322 -0.143 -2.885 -0.370 0.513
C -0.468 0.047 -0.085 -1.596 -1.210 0.852
N -1.426 -1.036 -0.120 1.654 1.854 -0.244
O 0.758 -0.569 0.153 -1.160 -0.888 -1.636
C 1.777 0.254 0.044 1.817 1.997 2.468
S 3.315 -0.223 -0.116 -0.612 0.129 -0.354
H -2.348 -0.850 0.265 0.487 -0.481 -0.481
H -1.042 -1.975 -0.353 -0.782 1.337 0.736
H 1.433 1.266 0.451 1.030 -1.020 -1.295


6.
10
Properties=species:S:1:pos:R:3:forces:R:3 method="wB97M-V/def2-TZVPD" relative_energy_ev=3.0216 lumo_ev=0.674 e_homo_ha=-0.3632 energy_ha=-661.47449
C 0.516 -0.157 -0.323 1.668 0.152 1.109
N 1.424 0.789 -0.796 -1.344 0.056 -0.939
C 2.228 0.943 0.186 2.305 -0.722 -0.770
O 1.957 0.126 1.197 0.426 0.179 0.913
N 0.836 -0.587 0.867 -0.561 0.103 -0.374
H -0.289 -0.655 -0.821 -0.212 0.338 -0.506
H 3.303 1.344 0.104 -2.194 -0.118 0.557
S -2.905 -0.618 0.335 -1.258 0.064 -1.597
H -2.751 -0.601 -1.087 -0.519 0.000 1.888
H -4.320 -0.583 0.337 1.689 -0.051 -0.281


7.
10
Properties=species:S:1:pos:R:3:forces:R:3 method="wB97M-V/def2-TZVPD" relative_energy_ev=5.5892 lumo_ev=-0.191 e_homo_ha=-0.3230 energy_ha=-661.38013
O -0.176 0.318 -2.734 -3.312 4.304 -1.275
N -0.744 0.638 -1.494 1.477 -2.278 1.509
C 0.015 0.160 -0.589 0.137 -0.180 1.464
C -0.628 -0.107 0.722 -1.146 -3.127 2.981
N 0.029 -0.462 1.823 -3.808 1.074 -3.356
S 1.634 -0.340 1.929 1.409 0.182 1.996
H -0.879 1.042 -3.048 2.699 -2.466 -1.386
H 1.114 -0.173 -0.734 -1.943 0.348 -0.167
H -1.802 -0.575 0.834 3.251 2.127 -0.858
H 1.436 -0.502 3.290 1.236 0.016 -0.908


8.
11
Properties=species:S:1:pos:R:3:forces:R:3 method="wB97M-V/def2-TZVPD" relative_energy_ev=1.6712 lumo_ev=0.330 e_homo_ha=-0.3116 energy_ha=-1059.68185
O -1.433 -1.419 -0.800 0.675 -0.733 0.995
C -1.976 -0.466 -1.235 -0.523 1.189 -1.324
S -1.393 1.252 -1.049 -1.276 -0.662 -0.101
N -0.535 1.024 0.360 0.543 -0.711 0.326
C 0.771 0.531 0.160 -0.208 0.495 -0.198
N 1.386 0.060 1.143 -0.069 -0.121 0.126
S 2.969 -0.455 0.930 0.428 -0.568 0.770
H -2.903 -0.554 -1.821 -0.089 0.215 -0.171
H -1.023 0.419 1.034 0.170 0.684 -0.126
H 1.112 0.666 -0.880 0.209 -0.101 0.422
H 3.025 -1.059 2.157 0.140 0.314 -0.719